Computed, not measured: a structure of composition C38H30F3N4OS2Y at a distorted geometry, with ωB97M-V/def2-TZVPD.

HOMO energy in eV: -7.60
Kohn-Sham gap in eV: 7.679
Strongest force on any atom in eV/Å: 1.50

```
! wB97M-V def2-TZVPD RIJCOSX def2/J DEFGRID3
* xyz 0 1
Y -0.362 -0.005 -0.044
S -2.435 -3.685 -2.484
C -3.279 -2.243 -2.858
C -2.743 -1.148 -2.255
C -1.590 -1.412 -1.461
C -1.304 -2.754 -1.486
C -0.150 -3.380 -0.888
C 0.129 -4.747 -1.029
C 1.272 -5.268 -0.460
C 2.126 -4.418 0.230
C 1.786 -3.076 0.309
N 0.680 -2.562 -0.212
H -4.120 -2.283 -3.523
H -3.161 -0.163 -2.398
H -0.552 -5.377 -1.583
H 1.500 -6.321 -0.551
H 3.026 -4.793 0.695
H 2.436 -2.376 0.817
F 3.945 0.274 3.642
C 4.191 1.555 3.385
F 3.935 2.228 4.531
F 5.535 1.640 3.227
C 3.486 2.189 2.220
C 3.896 3.471 1.905
C 3.313 4.130 0.832
C 2.345 3.450 0.112
N 1.903 2.240 0.411
C 2.436 1.595 1.473
S 1.769 0.081 1.842
H 4.670 3.951 2.487
H 3.606 5.134 0.574
H 1.907 3.915 -0.763
C -4.044 2.945 -0.238
C -4.909 2.497 0.742
C -4.546 1.404 1.499
C -3.335 0.740 1.271
C -2.373 1.241 0.356
C -2.799 2.352 -0.382
C -3.107 -0.551 1.942
C -4.209 -1.308 2.429
C -4.018 -2.558 2.935
C -2.708 -3.074 3.020
C -2.418 -4.356 3.523
C -1.125 -4.797 3.582
C -0.076 -3.959 3.174
C -0.327 -2.708 2.680
C -1.652 -2.241 2.558
N -1.873 -1.029 1.995
H -4.327 3.768 -0.879
H -5.858 2.990 0.901
H -5.217 1.077 2.280
H -2.147 2.786 -1.129
H -5.211 -0.914 2.358
H -4.856 -3.164 3.259
H -3.237 -4.980 3.854
H -0.907 -5.788 3.952
H 0.942 -4.307 3.253
H 0.475 -2.043 2.398
O 1.918 -0.359 -1.663
C 2.201 -1.147 -2.805
C 1.688 -0.553 -4.122
C 0.184 -0.235 -4.058
C -0.036 1.211 -3.733
C -0.195 2.140 -4.759
C -0.320 3.481 -4.451
C -0.256 3.861 -3.121
C -0.116 2.869 -2.165
N -0.026 1.573 -2.451
H 2.389 0.483 -1.743
H 1.710 -2.109 -2.627
H 3.286 -1.316 -2.886
H 1.881 -1.285 -4.908
H 2.245 0.356 -4.367
H -0.271 -0.850 -3.278
H -0.289 -0.475 -5.009
H -0.206 1.813 -5.786
H -0.455 4.218 -5.228
H -0.317 4.899 -2.835
H -0.061 3.118 -1.114
*
```